# 1
Formula: C5H11NO
Source: the OMol25 dataset
Level of theory: wB97M-V/def2-TZVPD

XYZ file:
```
18
Properties=species:S:1:pos:R:3:forces:R:3
C 1.726 0.680 -2.595 -4.14 -2.02 3.06
C 0.951 -0.249 1.148 2.01 0.51 -0.91
C -1.473 0.699 1.502 1.75 1.27 -2.62
C -0.975 -1.194 -0.102 -3.77 0.53 -0.45
C -0.409 0.045 0.552 0.86 0.42 -1.46
N -0.201 1.081 -0.444 -0.43 1.32 0.00
O 0.884 0.374 -1.661 2.95 0.05 -3.03
H 1.930 -0.087 -3.365 0.07 0.15 0.58
H 2.103 1.655 -2.744 0.39 1.26 0.19
H 1.590 0.747 1.203 -1.27 -2.14 -0.14
H 0.957 -0.713 2.125 -0.09 -0.32 0.28
H 1.391 -0.987 0.365 0.01 1.38 1.65
H -1.744 1.712 1.100 0.14 -0.83 0.68
H -0.950 0.716 2.419 -0.27 0.31 1.34
H -2.247 0.005 1.373 -1.56 -0.42 0.72
H -0.214 -1.810 -0.433 1.40 -1.26 -1.15
H -1.649 -1.836 0.517 0.63 0.51 0.06
H -1.670 -0.839 -0.962 1.33 -0.70 1.19
```
Forces are in eV/Å.

* HOMO-LUMO gap (alpha / beta): 7.11 / 7.11 eV
* energy above the lowest of the compared OMol25 structures with the same formula, charge and spin: 695.5 kJ/mol
* largest force on an atom: 0.1076 Eh/bohr
* HOMO energy (alpha / beta): -7.515 / -7.512 eV
* energy: -326.8665 Ha

# 2
Formula: C24H26N6OPtS4
Source: the OMol25 dataset
Level of theory: wB97M-V/def2-TZVPD

XYZ file:
```
62
Properties=species:S:1:pos:R:3:forces:R:3
Pt 1.735 1.445 0.150 1.36 0.69 1.19
C 1.847 1.368 5.409 0.01 -0.01 0.01
S 1.805 2.995 4.631 0.10 0.00 0.04
C 1.840 2.636 2.940 -0.08 -0.05 0.39
S 1.859 0.970 2.441 -0.99 -0.30 -0.18
N 1.865 3.667 2.164 -0.16 -0.36 -1.09
N 1.803 3.330 0.808 -0.40 0.63 0.93
C 2.070 4.248 -0.036 0.13 0.31 -0.73
C 1.962 3.920 -1.467 -0.06 0.00 0.96
C 1.898 4.888 -2.440 0.01 0.19 -0.35
C 1.594 4.498 -3.740 0.04 0.14 0.07
C 1.352 3.162 -4.002 0.02 -0.07 -0.08
C 1.458 2.242 -2.972 0.31 -0.10 0.20
N 1.789 2.610 -1.732 -0.30 -0.51 -0.15
H 1.949 1.585 6.472 -0.01 -0.02 -0.02
H 2.711 0.790 5.089 0.02 0.02 0.03
H 0.922 0.820 5.245 -0.01 0.01 -0.02
H 2.352 5.232 0.323 -0.14 0.01 -0.03
H 2.056 5.929 -2.183 -0.02 -0.07 -0.01
H 1.525 5.236 -4.529 0.01 -0.02 0.01
H 1.091 2.823 -4.995 0.01 0.00 0.02
H 1.301 1.185 -3.138 -0.03 -0.01 0.00
S 3.978 1.430 0.598 1.44 -0.25 -0.78
C 3.785 -0.216 0.013 0.43 0.38 0.06
C 4.735 -1.200 -0.202 0.16 -0.17 0.01
C 4.311 -2.384 -0.767 -0.02 -0.01 -0.01
C 2.961 -2.571 -1.094 0.14 -0.16 -0.03
C 2.071 -1.563 -0.847 0.08 0.47 0.24
N 2.500 -0.403 -0.287 -0.77 -0.76 -0.63
H 5.769 -1.021 0.059 -0.02 -0.01 -0.03
H 5.029 -3.169 -0.971 -0.04 0.01 0.04
H 2.614 -3.496 -1.534 0.04 0.05 0.02
H 1.017 -1.641 -1.068 -0.02 0.07 -0.02
C -2.950 -0.242 -2.637 0.07 -0.02 0.00
C -4.017 -0.148 -1.552 0.03 -0.09 -0.10
C -3.559 0.570 -0.296 0.38 -0.13 0.24
N -2.544 -0.216 0.454 -0.53 0.16 -0.32
C -1.246 -0.075 0.442 0.18 0.26 0.07
S -0.526 1.284 -0.402 -1.19 -0.52 0.20
N -0.471 -0.972 1.104 -0.05 0.07 -0.39
C -0.771 -2.187 1.805 -0.07 -0.12 0.04
O -0.022 -2.485 2.692 0.00 0.03 0.02
C -1.916 -3.018 1.350 0.22 0.22 0.09
C -2.702 -3.631 2.320 -0.15 -0.11 0.08
C -3.751 -4.452 1.927 0.04 0.02 -0.02
C -3.987 -4.676 0.577 0.03 -0.01 -0.01
C -3.185 -4.077 -0.392 0.00 0.01 0.05
C -2.149 -3.241 -0.005 -0.07 -0.07 -0.13
H -3.360 -0.692 -3.541 0.01 -0.01 0.04
H -2.103 -0.862 -2.320 -0.07 0.07 -0.01
H -2.563 0.746 -2.902 -0.04 -0.06 0.03
H -4.362 -1.150 -1.278 -0.06 0.04 -0.04
H -4.887 0.393 -1.929 0.00 -0.03 0.00
H -4.391 0.716 0.387 -0.02 0.01 0.08
H -3.131 1.544 -0.517 0.02 0.05 -0.01
H -2.901 -1.030 0.941 -0.04 0.01 -0.05
H 0.462 -0.657 1.314 0.07 0.05 0.09
H -2.489 -3.465 3.369 0.00 -0.01 -0.07
H -4.375 -4.924 2.675 0.03 0.01 -0.03
H -4.791 -5.337 0.275 0.02 0.06 0.01
H -3.366 -4.269 -1.442 0.03 -0.02 0.04
H -1.506 -2.790 -0.756 -0.07 0.01 0.04
```
Forces are in eV/Å.

* HOMO-LUMO gap: 7.18 eV
* energy above the lowest of the compared OMol25 structures with the same formula, charge and spin: 22.3 kJ/mol
* largest force on an atom: 0.0377 Eh/bohr
* charge: +2
* HOMO energy: -13.981 eV
* energy: -3045.5279 Ha

What did the first record say?
Formula: C5H11NO
Source: the OMol25 dataset
Level of theory: wB97M-V/def2-TZVPD

XYZ file:
```
18
Properties=species:S:1:pos:R:3:forces:R:3
C 1.726 0.680 -2.595 -4.14 -2.02 3.06
C 0.951 -0.249 1.148 2.01 0.51 -0.91
C -1.473 0.699 1.502 1.75 1.27 -2.62
C -0.975 -1.194 -0.102 -3.77 0.53 -0.45
C -0.409 0.045 0.552 0.86 0.42 -1.46
N -0.201 1.081 -0.444 -0.43 1.32 0.00
O 0.884 0.374 -1.661 2.95 0.05 -3.03
H 1.930 -0.087 -3.365 0.07 0.15 0.58
H 2.103 1.655 -2.744 0.39 1.26 0.19
H 1.590 0.747 1.203 -1.27 -2.14 -0.14
H 0.957 -0.713 2.125 -0.09 -0.32 0.28
H 1.391 -0.987 0.365 0.01 1.38 1.65
H -1.744 1.712 1.100 0.14 -0.83 0.68
H -0.950 0.716 2.419 -0.27 0.31 1.34
H -2.247 0.005 1.373 -1.56 -0.42 0.72
H -0.214 -1.810 -0.433 1.40 -1.26 -1.15
H -1.649 -1.836 0.517 0.63 0.51 0.06
H -1.670 -0.839 -0.962 1.33 -0.70 1.19
```
Forces are in eV/Å.

* HOMO-LUMO gap (alpha / beta): 7.11 / 7.11 eV
* energy above the lowest of the compared OMol25 structures with the same formula, charge and spin: 695.5 kJ/mol
* largest force on an atom: 0.1076 Eh/bohr
* HOMO energy (alpha / beta): -7.515 / -7.512 eV
* energy: -326.8665 Ha

> Which value of energy does entry 2 give?

-3045.5279 Ha

> Which of these has the lowest energy above the lowest of the compared OMol25 structures with the same formula, charge and spin?

C24H26N6OPtS4

> Number 1 is which compound?

C5H11NO